# 1
This record from the OMol25 dataset describes a cluster of 7 separate species, C16H42BClN12O7 in total. The level of theory is wB97M-V/def2-TZVPD.

LUMO level = -0.230 eV
SMILES = C#CB(CCCCOC)[C@@H](Cl)CC.NC(N)=O.NC(N)=O.NC(N)=O.NC(N)=O.NC(N)=O.NC(N)=O
Gap between HOMO and LUMO = 8.880 eV
Molecular weight = 560.85 g mol⁻¹
HOMO energy = -0.33476 Eh
2S+1 = 1
E = -62684.30790 eV

Geometry (Å):
C  1.3611  -3.1704  2.0010
C  1.2826  -2.0808  1.0821
B  1.4933  -0.5203  0.5045
C  2.9559  -0.0963  -0.1231
C  2.9088  0.2027  -1.7363
C  4.4743  0.5754  -2.1770
C  4.8407  2.1149  -1.6363
O  5.7096  2.1213  -0.4510
C  5.2032  2.9923  0.6190
C  0.2063  0.5047  0.6472
Cl  -1.2699  0.0442  -0.3771
C  -0.1195  0.5923  2.2842
C  -1.3886  -0.3849  2.7254
H  1.4854  -4.0563  2.7916
H  3.2715  0.9182  0.4196
H  3.7887  -0.8952  0.1562
H  2.1478  1.0783  -2.0068
H  2.5755  -0.7938  -2.2902
H  4.5344  0.5932  -3.3633
H  5.1994  -0.2418  -1.7560
H  3.8092  2.6507  -1.5049
H  5.4738  2.5945  -2.5257
H  4.7874  2.2960  1.4902
H  4.3580  3.7363  0.3025
H  6.0698  3.6668  1.0871
H  0.5581  1.5813  0.2769
H  -0.2389  1.7039  2.6413
H  0.8283  0.1325  2.8441
H  -2.3968  -0.0080  2.2660
H  -1.1059  -1.4957  2.4173
H  -1.4160  -0.3464  3.9153
C  -4.9988  -2.1043  1.9836
O  -5.1797  -1.2193  2.8049
N  -5.3217  -3.3893  2.2161
N  -4.4603  -1.8737  0.7726
H  -5.1803  -4.1320  1.5523
H  -5.7299  -3.6061  3.1159
H  -4.2029  -0.9194  0.5572
H  -4.3035  -2.5893  0.0830
C  -3.6067  3.6167  1.9045
O  -3.0415  4.6980  1.9492
N  -3.3207  2.6843  0.9780
N  -4.5662  3.2610  2.7777
H  -3.7753  1.7883  0.9251
H  -2.6041  2.9120  0.3013
H  -4.8118  3.9343  3.4916
H  -5.0430  2.3753  2.7570
C  -2.8029  8.2061  4.2924
O  -2.9838  9.0911  5.1137
N  -3.1258  6.9211  4.5249
N  -2.2644  8.4367  3.0814
H  -2.9844  6.1784  3.8611
H  -3.5340  6.7043  5.4247
H  -2.0070  9.3910  2.8660
H  -2.1076  7.7211  2.3918
C  -4.2240  -4.7724  -2.2799
O  -4.4049  -3.8873  -1.4587
N  -4.5469  -6.0574  -2.0475
N  -3.6855  -4.5418  -3.4909
H  -4.4055  -6.8001  -2.7112
H  -4.9551  -6.2742  -1.1476
H  -3.4281  -3.5875  -3.7063
H  -3.5287  -5.2574  -4.1805
C  3.7321  -5.8341  1.1144
O  3.4248  -5.7222  2.2907
N  4.9282  -5.4479  0.6352
N  2.9019  -6.3536  0.1922
H  5.1994  -5.5320  -0.3299
H  5.5831  -5.0514  1.2965
H  1.9910  -6.6568  0.5112
H  3.1368  -6.4539  -0.7810
C  3.0712  0.1441  -6.4826
O  3.5787  -0.7357  -5.8052
N  3.5428  0.4933  -7.6931
N  1.9949  0.8430  -6.0792
H  3.1385  1.2150  -8.2656
H  4.3523  -0.0083  -8.0343
H  1.6084  0.6115  -5.1735
H  1.5629  1.5710  -6.6230

=====

# 2
This record from the OMol25 dataset describes a cluster of 3 separate species, C16H42BClN4O7P in total. The level of theory is wB97M-V/def2-TZVPD.

LUMO level = -4.189 eV
Gap between HOMO and LUMO = 6.527 eV
Molecular weight = 479.77 g mol⁻¹
Total charge = +1
HOMO energy = -0.39379 Eh
2S+1 = 1
E = -60046.65227 eV

Geometry (Å):
N  0.3651  -2.3541  -0.3951
B  1.3153  -1.2043  -0.3153
O  2.7150  -1.2967  -0.6211
P  0.6732  0.5424  0.2822
N  2.0417  1.6194  0.3247
Cl  -0.0653  0.3938  2.2274
C  -0.5488  1.1935  -0.9904
C  -1.9301  1.7490  -0.3953
C  -3.1704  1.0040  -1.1082
C  -3.9840  0.0270  -0.1439
O  -4.8153  -0.7601  -0.6759
O  -3.8293  -0.0491  1.2532
H  -0.3381  -2.2291  -1.1466
H  -0.1865  -2.3084  0.4792
H  2.8523  -1.9825  -1.3163
H  2.2555  1.9584  1.2744
H  1.9777  2.3811  -0.3608
H  -0.6946  0.3618  -1.7684
H  -0.0133  2.0387  -1.5605
H  -2.0046  2.8476  -0.7282
H  -1.9950  1.7667  0.7371
H  -3.8990  1.8083  -1.4689
H  -2.8124  0.3951  -2.0123
H  -4.7074  -0.3469  1.5991
C  6.0146  4.0645  5.9698
O  5.8742  2.7577  6.5058
C  5.0304  2.6998  7.6582
C  3.7079  2.0056  7.3326
N  2.8704  2.8336  6.4668
C  1.7271  2.1255  5.8911
C  2.0146  0.9307  4.9678
O  2.6204  1.2830  3.7262
C  4.0316  1.4495  3.7834
H  6.8278  4.0432  5.2422
H  5.1040  4.3777  5.4526
H  6.2680  4.7884  6.7490
H  4.8702  3.6888  8.1004
H  5.5627  2.0945  8.3983
H  3.1717  1.8002  8.2637
H  3.9502  1.0476  6.8600
H  3.4339  3.1912  5.7047
H  1.1647  2.8654  5.3115
H  1.0696  1.7989  6.7042
H  1.0479  0.4893  4.7065
H  2.5793  0.1359  5.4659
H  4.5026  0.7825  4.5092
H  4.2798  2.4899  4.0023
H  4.4416  1.2239  2.7959
C  -1.5587  -2.5827  -8.0015
O  -2.8873  -2.1735  -7.7160
C  -3.7891  -3.2635  -7.5077
C  -4.1950  -3.3636  -6.0373
N  -3.0808  -3.8156  -5.2067
C  -3.3110  -3.6647  -3.7689
C  -3.5290  -2.2451  -3.2223
O  -2.3826  -1.4076  -3.2752
C  -2.1593  -0.7755  -4.5287
H  -1.0058  -1.7085  -8.3499
H  -1.0628  -2.9633  -7.1048
H  -1.5370  -3.3407  -8.7892
H  -3.3832  -4.2098  -7.8808
H  -4.6838  -3.0384  -8.0963
H  -5.0256  -4.0688  -5.9415
H  -4.5502  -2.3743  -5.7291
H  -2.2515  -3.2866  -5.4486
H  -2.4296  -4.0815  -3.2695
H  -4.1606  -4.2928  -3.4806
H  -3.7604  -2.3423  -2.1587
H  -4.3950  -1.7484  -3.6712
H  -3.0900  -0.5427  -5.0515
H  -1.5139  -1.3952  -5.1539
H  -1.6250  0.1616  -4.3482

=====

# 3
This record from the OMol25 dataset describes a structure of composition C16H42F6N4O6. The level of theory is wB97M-V/def2-TZVPD.

LUMO level = 0.680 eV
Gap between HOMO and LUMO = 8.710 eV
Molecular weight = 500.52 g mol⁻¹
HOMO energy = -0.29513 Eh
2S+1 = 1
E = -51821.26354 eV

Geometry (Å):
N  -3.0643  -0.1013  -0.0393
H  -3.8359  0.4832  -0.3523
H  -3.4377  -1.0073  0.2195
H  -2.6884  0.3774  0.8110
H  -2.3001  -0.1836  -0.7555
N  0.5368  0.0676  0.4533
H  -0.0563  0.4538  1.1968
H  -0.0400  -0.0598  -0.3902
H  0.9143  -0.7952  0.8567
H  1.3115  0.7462  0.3522
C  -2.0619  1.1205  3.1497
O  -3.4276  1.3378  2.7488
O  -1.4803  0.4587  2.1263
C  -1.4262  2.4148  3.7032
F  -0.2070  2.1553  4.1653
F  -1.3174  3.4040  2.7951
F  -2.2386  2.8632  4.6912
C  -4.4996  0.9346  3.6103
C  -5.6144  1.9397  3.5100
H  -5.3420  2.8696  4.0088
H  -5.8352  2.1051  2.4544
H  -6.5472  1.6467  3.9962
H  -4.2716  0.7860  4.6711
H  -4.7603  -0.0921  3.3307
H  -2.1130  0.4681  4.0397
C  -1.3840  -0.3659  -2.6035
O  0.0010  -0.0799  -2.8290
O  -1.5545  -0.6128  -1.2881
C  -2.2317  0.7488  -3.2664
F  -1.9025  2.0090  -2.9793
F  -2.1139  0.6387  -4.6090
F  -3.5228  0.5752  -2.8964
C  0.5852  -0.4806  -4.0391
C  2.0947  -0.6269  -3.8115
H  2.4414  0.3089  -3.3740
H  2.2852  -1.4286  -3.0973
H  2.5807  -0.8636  -4.7569
H  0.4101  0.2615  -4.8274
H  0.2205  -1.3985  -4.5162
H  -1.6049  -1.2867  -3.1641
C  1.2681  3.5936  -0.7499
C  2.5160  2.7394  -0.9255
C  3.7616  3.5376  -1.3160
O  4.8981  2.7215  -1.2249
C  6.0744  3.3226  -1.6965
N  2.7348  1.9834  0.3317
H  1.0735  4.2475  -1.6042
H  1.3340  4.2495  0.1230
H  0.3236  3.0582  -0.6442
H  2.2812  2.0039  -1.6987
H  3.7576  4.3982  -0.6347
H  3.6962  3.8377  -2.3676
H  6.3421  4.1992  -1.0976
H  5.9275  3.6653  -2.7278
H  6.9572  2.6875  -1.7326
H  2.7570  2.6634  1.0915
H  3.7044  1.6696  0.3331
C  0.9358  -3.2003  -0.5367
C  0.4633  -3.3517  0.8973
C  0.3233  -4.8201  1.3624
O  -0.5415  -5.4948  0.4737
C  -0.4244  -6.9091  0.6325
N  1.3662  -2.6023  1.7814
H  0.3501  -3.7908  -1.2407
H  1.9876  -3.4640  -0.6855
H  0.8441  -2.1734  -0.8872
H  -0.5463  -2.9379  0.9602
H  -0.1008  -4.9177  2.3684
H  1.3361  -5.2457  1.3693
H  0.6148  -7.2395  0.5581
H  -1.1014  -7.4149  -0.0469
H  -0.6957  -7.1088  1.6766
H  2.2495  -3.1030  1.8235
H  1.0300  -2.5957  2.7395

=====

# 4
This record from the OMol25 dataset describes a structure of composition C16H43ClO6PtSi2. The level of theory is wB97M-V/def2-TZVPD.

LUMO level (spin up / spin down) = 0.289 / -2.098 eV
Gap between HOMO and LUMO (spin up / spin down) = 7.670 / 6.531 eV
Molecular weight = 618.22 g mol⁻¹
HOMO energy (spin up / spin down) = -0.27122 / -0.31714 Eh
2S+1 = 3
Energy relative to the best compared isomer or geometry (same formula, charge and spin) = 0.0 kcal/mol
E = -61086.33644 eV

Geometry (Å):
O  1.6272  -1.1782  0.5968
O  1.4198  0.9511  -3.8184
C  2.6047  -0.1605  0.9748
C  3.6708  -0.6552  1.9352
H  2.0518  0.7195  1.3749
H  3.1323  0.1693  0.0798
H  3.2791  -0.8603  2.9436
H  4.4115  0.1586  2.0257
H  4.2410  -1.5268  1.5556
C  1.9501  -1.9670  -0.5946
C  2.9835  -1.4301  -1.5508
H  0.9927  -2.1226  -1.1046
H  2.2655  -2.8929  -0.1095
H  2.6290  -0.5636  -2.1148
H  3.1288  -2.1966  -2.3160
H  3.9680  -1.2634  -1.1111
C  0.1204  0.4224  -4.0123
C  1.4441  2.3495  -3.5826
C  0.2320  -0.9866  -4.5801
H  -0.4515  1.0225  -4.7433
H  -0.4162  0.4255  -3.0430
H  0.8029  -1.0104  -5.5239
H  -0.7741  -1.3501  -4.8079
H  0.7054  -1.6543  -3.8498
C  2.6593  2.9569  -4.2802
H  1.4754  2.5152  -2.4914
H  0.5462  2.8432  -3.9932
H  3.5785  2.4302  -4.0028
H  2.7694  4.0110  -4.0344
H  2.5338  2.8976  -5.3713
H  -0.3231  2.3709  1.4580
Pt  -0.2245  -1.1673  1.6761
C  -0.3126  2.6001  0.3797
Si  -1.7873  3.7134  0.4831
H  0.6331  3.0045  -0.0150
H  -0.5570  1.6290  -0.1226
C  -0.8947  5.3088  0.8732
C  -2.4613  2.8122  2.0573
C  -3.0097  3.1102  -0.8136
C  0.4181  -2.4930  3.0395
Si  -0.9254  -3.3816  1.8492
H  0.1592  -2.2684  4.0903
H  1.5195  -2.6689  2.9963
C  0.1997  -4.6568  1.0159
C  -2.0030  -2.5354  0.4571
C  -2.3210  -4.1064  2.8949
H  -2.5634  2.4764  -1.5955
H  -3.5826  3.8985  -1.3324
H  -3.7517  2.4665  -0.3055
H  -0.3065  5.1616  1.8060
H  -1.5747  6.1412  1.0309
H  -0.1381  5.5717  0.1082
H  -1.7145  2.3113  2.6869
H  -3.1687  2.0199  1.7847
H  -2.9707  3.5379  2.7119
H  -1.8027  -3.1223  -0.4509
H  -1.9022  -1.4832  0.1490
H  -3.0567  -2.6844  0.7297
H  -2.3778  -5.1952  2.7354
H  -3.2750  -3.6551  2.5871
H  -2.1710  -3.9065  3.9620
H  -0.3175  -5.6229  0.9012
H  1.0726  -4.8058  1.6690
H  0.5584  -4.3337  0.0284
O  -4.1796  0.3287  3.4553
Cl  -2.9544  -0.4102  3.6674
O  -3.2248  -1.6687  4.3296
O  -2.3478  -0.7218  2.2433
O  -1.9420  0.3711  4.3286